# 1
ORCA calculation (ωB97M-V/def2-TZVPD) on a structure of composition C39H55CsNOP3S2.

Calculated values
E_tot in hartree: -3489.82319
Total charge: -2
Strongest force on any atom in eV/A: 0.42
HOMO level in eV: -0.8
HOMO-LUMO gap in eV: 4.49
Relative energy (zero: lowest compared OMol25 entry of this formula, charge and spin) in kJ/mol: 0.00

Atoms and positions in Å:
Cs -0.695 -0.870 0.236
C 2.011 -3.329 -0.006
C 2.974 -2.398 0.360
C 3.200 -2.135 1.704
C 2.459 -2.791 2.678
C 1.493 -3.718 2.311
C 1.273 -3.990 0.968
H 1.783 -3.501 -1.051
H 3.525 -1.859 -0.398
H 3.929 -1.385 1.988
H 2.608 -2.554 3.725
H 0.882 -4.193 3.070
H 0.490 -4.672 0.664
C -2.419 2.721 2.732
C -1.260 3.519 2.134
C -1.713 4.253 0.873
P 0.101 2.343 1.666
C 0.606 1.643 3.322
C 1.878 0.821 3.114
C 0.793 2.628 4.471
C 1.512 3.467 1.294
C 1.705 4.692 1.920
C 2.785 5.519 1.634
C 3.704 5.096 0.680
C 3.551 3.887 0.035
C 2.450 3.029 0.303
N 2.184 1.899 -0.388
C 3.084 1.124 -1.025
C 4.439 0.917 -0.667
C 5.234 0.030 -1.368
C 4.725 -0.705 -2.434
C 3.390 -0.526 -2.793
C 2.575 0.375 -2.130
P 0.804 0.713 -2.429
C 0.371 -0.473 -3.815
C 0.954 -0.233 -5.209
C -1.157 -0.536 -3.881
C 0.779 2.367 -3.311
C 0.083 3.414 -2.443
C 2.138 2.864 -3.786
H -3.275 3.378 2.918
H -2.152 2.243 3.676
H -2.747 1.922 2.060
H -0.910 4.256 2.865
H -2.100 3.537 0.145
H -0.892 4.803 0.408
H -2.514 4.960 1.108
H -0.210 0.954 3.569
H 2.716 1.472 2.847
H 1.762 0.092 2.312
H 2.139 0.278 4.028
H 1.621 3.310 4.264
H 1.027 2.089 5.395
H -0.104 3.221 4.654
H 0.983 5.026 2.657
H 2.901 6.472 2.136
H 4.550 5.730 0.430
H 4.261 3.593 -0.728
H 4.839 1.449 0.188
H 6.267 -0.114 -1.066
H 5.348 -1.415 -2.964
H 2.990 -1.117 -3.609
H 0.726 -1.441 -3.443
H 0.562 0.690 -5.644
H 0.676 -1.050 -5.883
H 2.041 -0.154 -5.203
H -1.555 0.403 -4.280
H -1.594 -0.675 -2.890
H -1.501 -1.350 -4.525
H 0.141 2.189 -4.185
H 0.667 3.621 -1.545
H -0.900 3.067 -2.124
H -0.045 4.348 -3.001
H 2.788 3.056 -2.930
H 2.027 3.802 -4.342
H 2.643 2.139 -4.427
S -2.466 -1.277 2.968
C -4.047 -1.843 2.451
C -4.736 -2.730 3.290
C -5.923 -3.351 2.933
C -6.481 -3.076 1.690
C -5.839 -2.173 0.854
C -4.636 -1.537 1.188
S -3.915 -0.469 -0.006
H -4.279 -2.952 4.248
H -6.403 -4.043 3.618
H -7.410 -3.545 1.379
H -6.268 -1.935 -0.114
C -3.751 -3.490 -1.827
P -2.347 -4.252 -1.018
C -2.659 -4.194 0.748
C -2.476 -6.026 -1.425
O -1.027 -3.713 -1.464
H -4.682 -3.997 -1.566
H -3.589 -3.525 -2.906
H -3.831 -2.443 -1.495
H -3.661 -4.568 0.968
H -2.606 -3.163 1.104
H -1.911 -4.781 1.284
H -3.425 -6.443 -1.085
H -1.654 -6.548 -0.932
H -2.380 -6.163 -2.503

Force components x, y, z for each atom (eV/Å):
0.4 -0.1 0.1
-0.1 0.0 -0.1
0.0 0.0 0.0
0.0 0.0 0.0
0.0 0.0 0.0
0.0 0.0 0.0
0.0 0.0 0.0
0.0 0.0 0.0
0.0 0.0 0.0
0.0 0.0 0.0
0.0 0.0 0.0
0.0 0.0 0.0
0.0 0.0 0.0
0.0 0.0 0.0
0.1 0.0 0.0
0.0 0.0 0.0
0.0 0.2 0.0
0.0 0.0 0.0
0.0 0.0 0.0
0.0 0.0 0.0
0.0 -0.1 0.0
-0.1 0.0 0.0
0.0 0.0 0.0
0.0 0.1 0.0
-0.1 -0.1 0.0
0.0 -0.1 0.1
0.0 0.0 0.0
-0.1 0.1 0.0
-0.1 0.1 0.1
0.0 -0.1 0.0
0.0 0.0 0.0
0.0 0.0 0.0
0.0 0.0 0.0
0.1 -0.1 -0.2
0.1 0.0 0.0
0.0 0.0 0.0
0.0 0.1 0.0
0.0 0.0 0.0
0.0 0.0 0.0
0.0 0.0 0.0
0.0 0.0 0.0
0.0 0.0 0.0
0.0 0.0 0.0
0.0 0.0 0.0
0.0 0.0 0.0
0.0 0.0 0.0
0.0 0.0 0.0
0.0 0.0 0.0
0.0 0.0 0.0
0.0 0.0 0.0
0.0 0.0 0.0
0.0 0.0 0.0
0.0 0.0 0.0
0.0 0.0 0.0
0.0 0.0 0.0
0.0 0.0 0.0
0.0 0.0 0.0
0.0 0.0 0.0
0.0 0.0 0.0
0.0 0.0 0.0
0.0 0.0 0.0
0.0 0.0 0.0
0.0 0.0 0.0
0.0 0.0 0.0
0.0 0.0 0.0
0.0 0.0 0.0
0.0 0.0 0.0
0.0 -0.1 -0.1
0.0 0.0 0.0
0.0 0.0 0.0
0.0 0.0 0.0
0.0 0.0 0.0
0.0 0.0 0.0
0.0 0.0 0.0
0.0 0.0 0.0
0.0 0.0 0.0
-0.1 0.1 0.3
0.0 0.0 0.0
0.0 -0.1 0.1
0.0 0.0 0.0
0.0 0.0 0.0
-0.1 -0.1 0.0
0.1 0.0 0.0
-0.2 0.2 0.0
0.0 0.0 0.0
0.0 0.0 0.0
0.0 0.0 0.0
0.0 0.0 0.0
-0.1 0.0 0.0
-0.1 -0.4 -0.1
0.0 0.0 -0.2
0.0 0.1 0.0
0.1 0.1 0.1
0.0 0.0 0.0
0.0 0.0 0.0
0.0 0.0 0.0
0.0 0.0 0.0
0.1 0.0 0.1
0.0 0.0 0.0
0.0 0.0 0.0
0.0 0.0 0.0
0.0 0.0 0.0

# 2
ORCA calculation (ωB97M-V/def2-TZVPD) on a cluster of 3 separate species, C37H37BN2O9S in total.

Calculated values
E_tot in hartree: -2641.93162
Strongest force on any atom in eV/A: 1.04
HOMO level in eV: -9.3
HOMO-LUMO gap in eV: 8.62

Atoms and positions in Å:
C 4.734 5.594 0.023
N 3.968 4.977 -1.069
C 3.667 5.897 -2.164
B 4.507 3.715 -1.538
O 5.702 3.628 -2.209
C 3.693 2.337 -1.293
O 4.152 1.712 -0.066
S 3.033 0.752 0.505
O 3.103 -0.565 -0.041
O 2.952 0.880 1.917
O 1.800 1.503 -0.141
C 2.185 2.505 -1.118
C 1.385 2.358 -2.403
C 0.234 3.353 -2.557
C -0.817 3.297 -1.436
C -0.615 4.275 -0.277
C -0.723 5.763 -0.663
N -1.609 5.995 -1.807
H 4.063 5.966 0.803
H 5.413 4.876 0.486
H 5.315 6.448 -0.340
H 3.409 5.349 -3.074
H 4.508 6.564 -2.390
H 2.807 6.524 -1.909
H 5.658 3.088 -3.009
H 3.903 1.631 -2.109
H 1.998 3.467 -0.643
H 2.072 2.470 -3.250
H 0.987 1.341 -2.445
H 0.607 4.371 -2.700
H -0.273 3.101 -3.493
H -0.874 2.277 -1.041
H -1.788 3.512 -1.881
H -1.373 4.054 0.480
H 0.346 4.130 0.222
H -1.057 6.308 0.228
H 0.268 6.144 -0.921
H -1.494 6.942 -2.145
H -2.578 5.883 -1.534
C 3.455 -3.661 1.217
C 2.915 -4.830 0.693
C 1.668 -5.267 1.108
C 0.960 -4.541 2.057
C 1.517 -3.383 2.607
C 2.764 -2.946 2.179
C 0.788 -2.595 3.642
O 1.261 -1.584 4.113
C -0.552 -3.091 4.075
C -1.239 -2.397 5.063
C -2.489 -2.829 5.469
C -3.063 -3.954 4.887
C -2.382 -4.652 3.905
C -1.122 -4.227 3.499
C -0.399 -5.007 2.453
O -0.904 -5.984 1.941
H 4.416 -3.304 0.870
H 3.462 -5.394 -0.051
H 1.226 -6.165 0.697
H 3.167 -2.030 2.589
H -0.781 -1.521 5.502
H -3.022 -2.288 6.241
H -4.044 -4.286 5.201
H -2.813 -5.529 3.442
C 0.229 -1.190 -0.768
C -0.382 -0.626 0.352
C -1.714 -0.887 0.627
C -2.448 -1.717 -0.213
C -1.843 -2.273 -1.341
C -0.505 -2.008 -1.611
C -2.611 -3.138 -2.280
O -2.089 -3.626 -3.260
C -4.053 -3.380 -1.978
C -4.806 -4.147 -2.859
C -6.142 -4.393 -2.593
C -6.731 -3.880 -1.443
C -5.987 -3.112 -0.563
C -4.648 -2.854 -0.830
C -3.872 -2.003 0.119
O -4.387 -1.559 1.124
H 1.266 -0.970 -0.973
H 0.177 0.026 1.010
H -2.197 -0.459 1.495
H -0.052 -2.452 -2.487
H -4.332 -4.542 -3.747
H -6.727 -4.988 -3.282
H -7.774 -4.078 -1.234
H -6.430 -2.703 0.334

Force components x, y, z for each atom (eV/Å):
-0.4 0.2 0.1
0.5 -0.1 0.1
-0.1 0.2 0.1
0.1 -0.2 0.1
-0.6 0.6 -0.6
-0.1 -0.3 -0.6
0.3 0.2 0.1
-0.8 -0.1 0.7
0.6 0.3 -0.3
0.4 0.1 -0.1
0.0 0.0 -0.2
0.1 0.2 0.1
0.0 0.2 0.0
-0.3 -0.2 -0.1
0.2 0.0 0.0
-0.2 0.1 0.0
0.0 -0.1 0.1
0.1 0.0 0.0
0.0 0.0 0.0
0.0 0.0 0.0
0.1 -0.1 0.0
0.0 0.0 0.0
0.0 -0.1 -0.1
0.0 0.0 0.0
0.4 -0.4 0.5
-0.1 -0.1 0.1
0.0 0.0 0.0
0.0 0.0 0.0
0.1 0.0 0.0
0.0 0.0 0.2
0.1 0.1 0.0
0.0 0.0 0.0
0.0 0.0 0.0
0.0 0.0 0.0
-0.1 -0.1 0.0
0.2 0.1 0.0
-0.1 0.0 -0.1
-0.1 0.0 0.0
0.0 0.0 0.0
0.0 0.0 0.0
0.0 0.0 0.0
0.0 0.0 -0.1
0.0 0.0 0.0
0.0 0.0 0.0
0.0 0.1 0.0
0.0 0.0 0.0
0.0 0.0 0.0
0.0 0.0 0.0
-0.1 0.0 0.0
0.0 0.0 0.0
0.0 0.0 0.0
-0.1 0.0 0.0
0.0 0.0 0.0
0.0 0.0 0.0
0.0 0.0 0.0
0.0 0.0 0.0
0.0 0.0 0.0
0.0 0.0 0.0
0.0 0.0 0.0
0.0 0.0 0.0
0.0 0.0 0.0
0.0 0.0 0.0
0.0 0.0 0.0
-0.3 0.1 0.0
0.0 -0.1 -0.1
0.1 0.0 0.1
0.0 0.0 0.0
0.0 0.0 0.0
0.1 0.0 0.0
0.0 0.0 0.0
0.0 0.0 0.0
0.0 0.0 0.0
-0.1 0.0 0.0
0.0 0.0 0.0
0.0 0.0 0.0
-0.1 0.0 0.0
0.0 0.0 0.0
0.0 0.0 0.0
0.0 0.0 0.0
-0.1 -0.2 0.0
0.0 0.0 0.0
0.0 0.0 0.0
0.0 0.0 0.0
0.0 0.0 0.0
0.0 0.0 0.0
0.0 0.0 0.0
0.0 0.0 0.0